No. 1
C2H2N2O | ωB97M-V/def2-TZVPD

Structure (ORCA input):
```
! wB97M-V def2-TZVPD RIJCOSX def2/J DEFGRID3
* xyz 0 1
O 0.03 -1.08 0.02
C 1.01 -0.21 -0.14
N 0.67 1.03 -0.29
N -0.75 1.10 -0.33
C -1.13 -0.04 0.08
H 2.06 -0.44 -0.12
H -1.88 -0.36 0.78
*
```

Output
* frontier orbital gap: 0.4098 Ha
* SMILES string: c1nnco1
* LUMO: 0.0235 hartree
* HOMO level: -10.51 eV
* largest force on an atom: 3.214 eV/A

Here are the Mulliken charges for atoms 1 to 5, given in e: atom 1 (O): -0.326, atom 2 (C): 0.102, atom 3 (N): -0.326, atom 4 (N): -0.221, atom 5 (C): 0.059

---

No. 2
C2H2N2O | ωB97M-V/def2-TZVPD

Structure (ORCA input):
```
! wB97M-V def2-TZVPD RIJCOSX def2/J DEFGRID3
* xyz 0 1
O 1.26 -1.79 -0.48
C 0.88 -0.65 -0.44
C 0.27 -0.16 0.80
N -1.00 -0.07 0.75
N -1.60 0.98 0.40
H 0.98 0.07 -1.29
H -0.79 1.63 0.26
*
```

Output
* frontier orbital gap: 0.3215 Ha
* LUMO: -0.0495 hartree
* HOMO level: -10.10 eV
* largest force on an atom: 1.431 eV/A

Here are the Mulliken charges for atoms 1 to 5, given in e: atom 1 (O): -0.395, atom 2 (C): 0.212, atom 3 (C): -0.075, atom 4 (N): 0.145, atom 5 (N): -0.412

---

No. 3
C2H2N2O | ωB97M-V/def2-TZVPD

Structure (ORCA input):
```
! wB97M-V def2-TZVPD RIJCOSX def2/J DEFGRID3
* xyz 0 1
O 0.64 2.17 0.35
C -0.14 1.26 0.36
C 0.10 0.00 1.08
N 0.53 -0.91 0.41
N 0.54 -1.89 -0.34
H -1.11 1.28 -0.19
H -0.47 -2.00 -0.51
*
```

Output
* frontier orbital gap: 0.3727 Ha
* LUMO: 0.0100 hartree
* HOMO level: -9.87 eV
* largest force on an atom: 1.113 eV/A

Here are the Mulliken charges for atoms 1 to 5, given in e: atom 1 (O): -0.410, atom 2 (C): 0.185, atom 3 (C): -0.072, atom 4 (N): 0.421, atom 5 (N): -0.658

---

No. 4
C2H2N2O | ωB97M-V/def2-TZVPD

Structure (ORCA input):
```
! wB97M-V def2-TZVPD RIJCOSX def2/J DEFGRID3
* xyz 0 1
C -0.78 -1.07 -0.58
C 0.88 0.18 0.61
N -1.38 -0.60 0.24
N 0.61 1.23 0.14
O 1.00 2.30 -0.09
H -0.65 -1.62 -1.54
H 0.31 -0.42 1.21
*
```

Output
* frontier orbital gap: 0.3520 Ha
* SMILES string: C#[N+][O-].C#N
* LUMO: 0.0042 hartree
* HOMO level: -9.46 eV
* largest force on an atom: 5.661 eV/A

Here are the Mulliken charges for atoms 1 to 5, given in e: atom 1 (C): 0.129, atom 2 (C): -0.488, atom 3 (N): -0.371, atom 4 (N): 0.553, atom 5 (O): -0.563